Entry 1:
Below is C45H95N5O5 as an isolated structure in a non-equilibrium geometry, with properties calculated with ωB97M-V/def2-TZVPD.

Its energy relative to the best compared isomer or geometry (same formula, charge and spin) is 445.3 kcal per mole. The frontier orbital gap is 8.1 eV. As for the charge: 0. For the maximum force, the calculation gives 0.1055 hartree/bohr. The total energy comes out at -2420.636558 Eh.

Atoms and positions in Å:
O 6.94 25.74 -11.88
O 12.96 21.81 -8.63
O 8.92 17.11 -11.03
O 6.17 24.86 -7.51
O 2.47 13.38 -6.08
N 7.78 17.68 -10.46
N 3.79 13.38 -6.40
N 6.11 23.57 -7.04
N 8.14 25.28 -11.48
N 12.67 20.91 -9.67
C 14.55 19.44 -9.03
C 6.63 22.49 -7.98
C 13.81 20.25 -10.19
C 10.97 19.54 -10.79
C 14.76 21.37 -10.77
C 5.66 17.23 -9.19
C 6.04 19.49 -10.34
C 6.12 21.95 -5.08
C 7.64 15.79 -8.99
C 5.84 22.57 -9.33
C 8.33 23.91 -11.91
C 6.64 18.69 -12.57
C 13.34 19.42 -11.46
C 11.25 19.40 -8.20
C 6.40 23.46 -5.60
C 6.29 13.93 -8.03
C 5.69 12.58 -7.92
C 3.44 13.07 -8.94
C 8.13 22.60 -8.35
C 8.29 20.11 -11.09
C 8.69 25.88 -10.30
C 4.75 15.04 -4.81
C 9.05 27.34 -10.73
C 9.76 23.50 -11.50
C 6.25 15.59 -11.18
C 7.39 22.82 -11.25
C 5.48 24.34 -4.72
C 6.12 21.10 -7.50
C 7.17 18.89 -11.10
C 4.94 18.40 -9.96
C 3.99 15.87 -7.01
C 12.08 18.52 -11.17
C 10.28 21.36 -9.39
C 6.51 20.75 -6.05
C 6.81 16.58 -10.09
C 7.89 23.75 -5.23
C 6.10 14.64 -6.70
C 3.85 11.07 -7.52
C 7.76 25.66 -9.06
C 10.05 25.30 -9.93
C 11.34 20.31 -9.52
C 8.30 23.78 -13.47
C 4.13 12.56 -7.63
C 4.56 14.70 -6.31
C 10.07 23.87 -10.05
H 7.21 26.41 -12.51
H 5.94 12.07 -8.85
H 6.73 21.85 -4.18
H 5.37 24.81 -8.04
H 6.42 19.80 -9.37
H 5.46 16.05 -11.78
H 7.58 20.53 -6.09
H 4.36 18.92 -9.20
H 9.60 17.66 -10.62
H 5.85 14.42 -8.89
H 9.41 27.44 -11.75
H 10.22 19.08 -8.04
H 7.38 21.91 -11.85
H 9.75 22.41 -11.43
H 5.97 17.84 -12.62
H 4.41 17.84 -10.73
H 9.27 20.97 -9.43
H 5.86 14.65 -10.78
H 7.93 21.02 -11.58
H 5.78 24.55 -3.69
H 8.14 26.14 -8.16
H 8.74 21.97 -7.70
H 7.98 23.72 -4.14
H 2.77 10.92 -7.56
H 6.22 21.78 -9.97
H 6.15 23.46 -9.88
H 6.62 20.33 -8.09
H 10.16 25.47 -8.86
H 3.79 14.00 -9.39
H 6.26 11.78 -7.43
H 11.92 18.05 -12.14
H 7.06 15.28 -11.83
H 8.69 23.18 -5.70
H 12.59 21.51 -7.79
H 7.03 15.01 -8.55
H 10.67 20.17 -11.62
H 12.10 17.66 -10.50
H 5.13 21.90 -4.62
H 8.02 24.81 -5.47
H 3.32 16.39 -6.33
H 8.32 22.32 -9.38
H 5.28 25.29 -5.22
H 14.24 22.14 -11.34
H 4.23 10.71 -6.56
H 2.24 12.69 -5.45
H 5.89 19.86 -5.93
H 6.76 25.92 -9.40
H 6.74 14.08 -6.01
H 7.91 16.41 -8.13
H 5.32 15.94 -4.59
H 10.52 23.93 -12.14
H 6.37 23.20 -11.27
H 8.58 22.73 -13.58
H 7.38 18.25 -13.24
H 10.26 21.85 -8.41
H 2.36 13.05 -8.79
H 9.21 19.86 -11.63
H 14.77 20.13 -8.22
H 4.34 10.53 -8.33
H 14.03 18.60 -11.67
H 4.46 23.99 -4.57
H 5.22 14.18 -4.33
H 7.32 13.95 -8.38
H 3.59 12.38 -9.76
H 4.77 16.46 -7.51
H 4.91 16.43 -9.17
H 8.72 20.39 -10.13
H 4.78 22.46 -9.12
H 11.60 19.81 -7.25
H 11.71 18.43 -8.40
H 3.78 15.16 -4.32
H 10.10 18.89 -10.72
H 14.00 18.70 -8.45
H 11.07 23.51 -9.80
H 7.68 24.62 -8.75
H 15.42 18.94 -9.46
H 10.33 22.21 -10.06
H 6.15 19.57 -13.00
H 15.53 20.99 -11.44
H 5.70 20.41 -10.82
H 15.07 22.04 -9.96
H 8.99 24.42 -14.03
H 5.05 21.05 -7.70
H 8.13 27.93 -10.66
H 6.51 15.64 -6.86
H 6.04 17.55 -8.22
H 8.44 15.19 -9.41
H 9.82 27.68 -10.04
H 7.31 23.68 -13.90
H 9.31 23.40 -9.42
H 7.63 22.74 -10.19
H 13.25 20.10 -12.31
H 8.52 23.60 -8.15
H 10.88 25.75 -10.48
H 3.40 15.35 -7.76

Atomic partial charges in e from the Löwdin method, atoms 1 to 8: 0.02 0.00 -0.01 -0.07 0.00 -0.10 -0.10 -0.10

Entry 2:
Below is C33H36Cl2GeIrN2O4SSi as an isolated structure, with properties calculated with ωB97M-V/def2-TZVPD.

Its energy relative to the best compared isomer or geometry (same formula, charge and spin) is 17.4 kcal per mole. The frontier orbital gap (spin up / spin down) is 4.9 / 6.8 eV. As for the charge: -2. For the maximum force, the calculation gives 0.0085 hartree/bohr. The multiplicity is 6. The total energy comes out at -5478.864221 Eh.

Atoms and positions in Å:
Ir -0.18 1.12 -1.32
Ge -1.79 -0.36 1.78
Cl -1.82 5.13 -5.03
Cl -1.50 2.28 -4.32
S 2.17 1.67 -2.85
Si 5.49 1.30 -2.34
O -2.73 -0.20 -2.48
O -0.53 -3.04 -2.67
O 0.18 5.20 0.20
O -0.06 -0.90 -2.29
N -0.41 3.30 -1.13
N 1.86 0.76 -0.44
C 2.79 1.08 -1.37
C -1.30 0.58 0.22
C -3.16 -2.45 -1.74
C -0.86 -1.86 -2.54
C 3.52 0.04 1.10
C -5.79 0.50 2.90
C -0.87 -4.43 2.73
C -0.79 3.89 -4.25
C -3.72 -0.53 2.16
C -1.06 0.62 3.35
C 0.11 2.56 4.19
C -1.39 -3.14 2.78
C -0.62 0.86 5.72
C 4.50 0.37 0.16
C -0.04 -4.80 1.67
C 0.27 -3.88 0.68
C 2.20 0.26 0.75
C -1.15 0.14 4.65
C -0.42 1.84 3.13
C -6.49 -0.67 2.63
C 5.37 0.22 -3.87
C 0.01 2.08 5.49
C 7.17 0.94 -1.54
C -5.80 -1.77 2.12
C -0.23 -2.58 0.76
C -4.43 -1.70 1.90
C -2.38 -1.55 -2.71
C 5.51 3.11 -2.80
C 4.17 0.89 -1.08
C -1.07 -2.20 1.80
C -2.76 -1.84 -4.15
C -4.43 0.57 2.66
C -0.11 4.24 -0.47
H 4.39 0.34 -4.33
H -4.23 -2.33 -1.91
H 7.27 -0.12 -1.27
H -1.65 -0.80 4.85
H 7.97 1.18 -2.25
H -2.52 -2.87 -4.40
H 0.88 -4.15 -0.17
H 1.38 0.03 1.41
H -6.34 -2.69 1.90
H 7.33 1.54 -0.64
H -1.13 -5.15 3.49
H -0.35 2.22 2.12
H 6.34 3.33 -3.48
H 3.76 -0.37 2.07
H 0.43 2.64 6.31
H -3.90 1.49 2.88
H 4.57 3.39 -3.29
H 5.49 -0.83 -3.60
H 0.15 3.88 -4.78
H 6.15 0.48 -4.59
H -0.66 4.14 -3.20
H 0.01 -1.88 -0.03
H -0.70 0.47 6.73
H -3.91 -2.56 1.50
H -2.45 0.04 -1.58
H -2.87 -3.49 -1.87
H 5.62 3.74 -1.91
H -2.22 -1.17 -4.82
H -2.06 -2.88 3.59
H 5.54 0.21 0.42
H -6.32 1.36 3.28
H 0.60 3.51 4.00
H 0.35 -5.81 1.62
H -3.84 -1.66 -4.28
H -7.55 -0.73 2.80
H -2.94 -2.16 -0.71

Atomic partial charges in e from the Löwdin method, atoms 1 to 8: 1.13 0.81 0.44 0.53 0.54 0.48 -0.09 -0.01

Among the records above, which one has the lowest charge?
C33H36Cl2GeIrN2O4SSi